Entry 1:
DFT (the ωB97M-V functional and the def2-TZVPD basis) results for 10 unconnected molecules or ions with the total composition C48H47Cl6N7O14 at a distorted geometry.

Relative energy (zero: lowest compared OMol25 entry of this formula, charge and spin), kJ/mol: 136.6
Net charge: 0
DFT total energy, eV: -164749.0727
LUMO, Ha: -0.033
SMILES string: O=[N+]([O-])c1ccccc1.O=[N+]([O-])c1ccccc1.O=[N+]([O-])c1ccccc1.O=[N+]([O-])c1ccccc1.O=[N+]([O-])c1ccccc1.O=[N+]([O-])c1ccccc1.O=[N+]([O-])c1ccccc1.ClCCCl.ClCCCl.ClCCCl
F_max, eV/Å: 2.546

```
122
Properties=species:S:1:pos:R:3:forces:R:3:mulliken_charge:R:1
Cl 3.82719 4.43091 -3.47089 -0.199 -0.370 0.012 -0.19
Cl -1.33820 2.97366 0.50659 -0.573 0.346 -0.488 -0.02
Cl -0.43049 3.65701 -3.52685 0.152 -0.002 0.363 -0.19
Cl 1.79885 -0.03650 -6.48137 0.231 0.022 -0.094 -0.20
Cl 0.67835 -2.36980 -4.37892 0.035 0.360 0.268 -0.14
Cl -2.26616 7.03895 -0.59312 -0.140 0.115 0.318 -0.21
O -2.60641 -0.74984 -3.88251 0.530 0.221 -1.026 -0.64
O 1.67211 2.67536 0.39499 0.373 -0.889 -0.091 -0.28
O 1.77449 7.00009 6.32766 -0.303 -0.300 -0.177 -0.58
O -2.56972 -5.28721 1.42957 -0.539 -0.220 -0.106 -0.64
O -0.68176 -4.29374 1.63434 0.191 -0.176 -0.271 -0.32
O 3.39983 8.34318 -0.28088 0.132 0.449 -0.154 -0.60
O 3.05398 -1.60022 3.47717 0.165 -0.432 -0.036 -0.54
O -4.41615 -5.19659 -3.59199 -0.513 0.387 -0.072 -0.62
O 0.79739 5.70635 7.74515 -0.043 -0.092 -0.368 -0.59
O 4.76662 -2.81837 4.03953 -0.621 0.422 -0.172 -0.57
O -4.60283 -7.32068 -3.84418 -0.435 -0.557 -0.100 -0.62
O -3.27518 -1.91370 -2.25005 -0.081 -1.099 0.600 -0.56
O 2.35672 6.52649 -0.77657 -0.335 0.105 -0.445 -0.56
O 3.27644 1.44548 1.16277 -0.871 -0.202 -0.514 -0.63
N 3.74412 -2.60154 3.40714 0.738 -0.380 0.191 0.94
N 2.23526 1.58673 0.52654 0.907 1.237 0.475 1.02
N 3.17239 7.16983 -0.14596 -0.084 -0.945 0.490 1.03
N -3.45624 -1.40112 -3.32977 -0.244 1.062 0.768 1.09
N -1.89381 -4.35499 1.77384 1.324 0.747 0.162 1.00
N -4.03980 -6.33769 -3.44145 1.045 0.566 -0.037 1.04
N 1.21109 5.95832 6.62519 0.792 0.659 0.768 0.99
C 4.26018 4.38724 2.14046 1.528 0.626 1.244 -0.37
C 1.16447 5.22566 4.27029 -0.224 2.207 -1.250 -0.43
C -0.08537 -0.48102 -1.51876 0.802 -0.333 0.029 -0.68
C 1.93801 -1.14204 -4.03188 0.781 -0.260 -0.008 0.18
C -1.23247 -7.90784 -1.58409 0.416 -0.758 -1.252 -0.74
C 1.15180 -1.90378 -0.03032 0.237 -0.051 0.381 0.77
C -7.45588 -1.10880 -4.73013 1.782 0.810 -0.219 -0.57
C 0.80718 3.60960 5.97620 -0.961 -0.059 0.855 -0.39
C 0.20543 -1.75788 -1.02469 -0.501 0.509 -0.072 -0.20
C -0.78029 -5.56138 -1.76098 0.255 -0.443 -0.274 -0.05
C -5.13683 -0.40252 -4.79059 0.276 0.603 0.432 -0.56
C 5.44740 6.43591 2.73507 -1.209 -1.573 0.789 -0.67
C -1.76624 -2.07407 2.80838 0.392 1.145 -0.590 0.09
C 1.89457 -0.81851 0.43257 -0.158 -0.638 0.077 -0.80
C 3.57461 -4.71757 0.31842 -0.545 -0.162 0.358 -0.86
C -3.80748 -3.34901 2.84738 -0.881 -0.486 -0.473 -0.46
C -2.41356 -1.05222 3.50519 0.067 -0.633 -0.027 -0.77
C 3.64421 5.07235 1.11511 -0.561 -0.766 -1.075 0.47
C -1.98755 -5.39002 -2.42165 0.002 0.511 0.218 -0.06
C -4.46472 -2.37998 3.57379 1.734 0.805 0.319 -0.63
C -5.76166 -2.24979 -3.36055 -0.570 1.129 0.336 -0.20
C 1.62368 0.42768 -0.08595 -0.446 -0.261 -0.113 -0.47
C 0.43519 2.69861 5.01475 0.847 0.022 -2.136 -0.67
C -2.28921 4.40712 -0.09096 0.604 0.174 0.821 -0.68
C 5.15072 5.08838 2.96206 -0.014 0.551 -0.320 -0.46
C 0.54532 3.05723 3.65725 -0.846 -0.213 -0.192 -0.13
C -3.70344 -1.25601 3.93490 -1.375 -0.249 0.841 -0.32
C 3.36988 -3.68318 2.47452 -0.727 -0.358 -0.694 0.05
C -4.82137 -1.37159 -3.85400 -0.049 -0.437 -0.464 0.31
C -6.44268 -0.25638 -5.20352 -0.693 -0.544 -0.398 -0.38
C 2.60683 -5.64780 0.69947 0.034 0.760 -0.930 -0.20
C 0.82303 4.34223 3.25268 0.560 -0.827 1.129 0.04
C 1.05707 4.94540 5.61039 0.055 -2.184 -0.633 -0.15
C 3.89617 6.42096 0.89228 0.239 -0.273 0.880 -0.44
C 2.41469 -4.61164 2.84694 -0.424 0.415 0.443 -0.20
C -0.38946 -6.83280 -1.35766 -0.461 0.207 0.622 -0.26
C 2.77725 -0.92927 -5.27956 -0.177 -0.023 0.096 -0.61
C 2.20504 3.87095 -3.98873 -0.858 0.920 0.846 -0.34
C 1.15370 4.27340 -2.93302 0.614 0.110 -0.645 0.19
C 1.97852 -5.55295 1.92608 0.539 -0.618 -0.110 -0.57
C -7.07181 -2.04356 -3.78089 -1.006 -0.951 0.259 -0.47
C -2.74708 -6.49903 -2.75064 0.267 -0.456 0.166 -0.03
C -2.47677 -3.19716 2.44936 -1.556 -0.339 0.780 -0.19
C -1.38054 5.61450 0.03912 0.103 0.112 -0.764 0.22
C -2.33133 -7.78203 -2.42411 -0.419 0.456 0.683 -0.60
C 0.64949 0.60159 -1.05760 -0.867 0.270 -0.146 -0.24
C 3.90258 -3.70324 1.19504 0.662 0.755 0.150 -0.13
C 4.74838 7.09259 1.73383 1.303 1.413 0.660 -0.40
H -0.51584 5.57281 -0.61830 0.098 -0.409 0.107 -0.16
H -5.57409 -2.88617 -2.51034 0.287 -0.304 -0.292 0.42
H -4.38281 0.33278 -5.03483 0.056 -0.197 -0.346 0.43
H 2.15551 2.80352 -4.16817 0.389 -0.024 -0.217 0.14
H -2.32361 -4.38005 -2.61484 -0.156 -0.117 -0.278 0.50
H 1.37366 3.91229 -1.93230 -0.179 -0.193 -0.001 -0.46
H 0.80888 3.26882 7.00396 -0.061 0.460 0.106 0.41
H 1.53689 -0.20414 -3.66146 -0.527 -0.057 -0.281 -0.18
H 4.23283 3.34473 2.42993 -0.960 -0.104 -0.818 0.42
H -1.03277 5.78135 1.05338 -0.258 0.138 0.095 0.18
H 2.23755 -6.27714 -0.10260 0.130 -0.417 0.441 0.54
H -7.81750 -2.66675 -3.29868 -0.093 -0.012 -0.206 0.33
H 6.02009 6.88250 3.53622 0.238 0.683 -0.555 0.35
H 0.12999 1.66417 5.09845 0.236 0.027 1.115 0.40
H -0.11217 -4.72483 -1.60749 -0.148 0.074 0.154 0.39
H 1.93101 -4.51107 3.81129 0.068 -0.144 0.029 0.43
H 3.08037 -1.87505 -5.72056 -0.161 -0.044 -0.048 0.42
H 1.44681 6.22430 3.93982 -0.089 0.025 0.444 0.42
H -3.12616 4.50677 0.59103 -0.157 -0.035 -0.085 0.36
H 5.58870 4.60770 3.82883 0.073 -0.163 -0.145 0.39
H 1.10356 5.35818 -2.93661 -0.158 0.015 0.280 0.50
H -5.46024 -2.43949 3.98251 -0.136 -0.435 -0.278 0.41
H 1.27239 -2.85114 0.48100 0.118 -0.125 -0.233 0.04
H -2.91910 -8.63605 -2.72546 -0.034 0.014 0.044 0.46
H 4.93426 8.16127 1.70733 -0.380 -0.049 -0.607 0.43
H 0.50755 -6.97232 -0.76845 -0.038 -0.004 -0.148 0.13
H -4.36271 -4.23793 2.57035 0.325 -0.074 -0.076 0.43
H 4.51977 -2.86866 0.87890 0.246 -0.209 0.034 0.40
H -1.87964 -0.13937 3.72346 0.035 -0.024 0.165 0.55
H 1.93907 4.48488 -4.84228 0.232 -0.500 -0.484 0.39
H 2.97912 4.53812 0.44582 0.017 0.156 0.104 0.39
H 2.59812 -0.98548 1.23411 0.039 0.328 0.015 0.37
H -0.95193 -8.91952 -1.31680 0.120 0.129 0.289 0.40
H -2.63266 4.29050 -1.11183 0.148 -0.383 -0.057 0.33
H 2.55056 -1.51835 -3.21015 0.031 -0.252 -0.153 0.16
H -6.71839 0.48496 -5.94251 0.212 0.162 0.096 0.36
H 3.68828 -0.36518 -5.08755 -0.167 0.216 0.160 0.37
H -0.82773 -0.32749 -2.28942 -0.096 -0.105 0.058 0.45
H 0.82063 4.56137 2.19601 0.273 0.355 0.056 0.52
H 1.20264 -6.27474 2.13511 -0.147 0.236 0.329 0.36
H 3.97992 -4.75993 -0.68218 0.103 0.147 0.016 0.41
H 0.34879 2.33155 2.87317 -0.159 -0.120 0.233 0.15
H 0.33251 1.57542 -1.40845 0.407 0.147 0.112 0.34
H -4.19964 -0.64904 4.68909 0.347 0.650 -0.441 0.35
H -0.75678 -1.83395 2.49787 0.069 -0.662 -0.134 0.53
H -0.36134 -2.60849 -1.37821 -0.047 0.041 0.042 0.27
H -8.43212 -0.91438 -5.14538 -0.349 -0.496 0.466 0.40
```
Forces are in eV/Å.

=====

Entry 2:
DFT (the ωB97M-V functional and the def2-TZVPD basis) results for a single C3H9N molecule at a distorted geometry.

Relative energy (zero: lowest compared OMol25 entry of this formula, charge and spin), kJ/mol: 56.1
Net charge: 0
DFT total energy, eV: -4746.5278
LUMO, Ha: 0.046
SMILES string: CCCN
F_max, eV/Å: 2.317

```
13
Properties=species:S:1:pos:R:3:forces:R:3:mulliken_charge:R:1
N 2.09262 -0.21002 -0.06252 0.701 -0.031 0.367 -0.60
C -0.38696 -0.52977 -0.15889 -0.127 -0.703 -0.199 -0.33
C 0.80696 0.44052 -0.09693 -0.835 1.880 -1.066 -0.37
C -1.77149 0.11644 0.04196 -1.369 0.239 0.983 -1.02
H 2.84216 0.44890 0.15309 -0.317 0.075 -0.432 0.24
H -2.04645 0.34934 1.16213 0.838 -0.200 -2.094 0.26
H 0.89021 1.04026 -1.08394 -0.792 -0.539 1.598 0.24
H 0.59091 1.17523 0.75815 0.431 -0.798 -0.979 0.25
H 2.13450 -0.82508 0.71881 -0.080 -0.864 0.659 0.22
H -0.25098 -1.38472 0.52512 0.047 0.558 0.402 0.29
H -0.41370 -1.09408 -1.09897 0.220 0.515 -0.268 0.25
H -1.87862 1.05838 -0.57480 0.120 -0.944 0.773 0.27
H -2.60915 -0.58540 -0.28322 1.164 0.811 0.258 0.32
```
Forces are in eV/Å.